Entry 1:
An isolated molecule of C5H11N at a distorted geometry. Source: the Open Molecules 2025 dataset; level of theory: wB97M-V/def2-TZVPD.

```
17
Properties=species:S:1:pos:R:3:mulliken_charge:R:1
C 1.2453 -0.0190 -2.7579 -0.9999
C 0.9050 0.0927 -1.2643 -0.0745
C 0.9034 -0.8007 -0.1670 -0.2805
N 0.0689 -0.4559 1.0392 -0.2305
C -1.0203 0.4350 0.9071 -0.2330
C -1.8381 0.4888 2.1445 -1.1192
H 2.2708 -0.3416 -2.9672 0.2896
H 0.6152 -0.7641 -3.2115 0.2412
H 1.1518 0.9984 -3.1716 0.3034
H 0.7649 1.2161 -0.9988 0.1535
H 1.5674 -1.6482 0.1465 0.3418
H 0.6607 -0.2542 1.8905 0.2449
H -1.6732 -0.1264 -0.0291 0.2440
H -0.8027 1.4056 0.4924 0.2169
H -2.8743 0.9996 1.9345 0.2966
H -1.2471 1.0624 2.9148 0.2987
H -2.0873 -0.5369 2.5506 0.3072
```

SMILES string: C/C=C/NCC
HOMO-LUMO gap, eV: 9.070
Electronic energy, Ha: -251.763377

Entry 2:
A structure of composition C5H11N at a distorted geometry. Source: the Open Molecules 2025 dataset; level of theory: wB97M-V/def2-TZVPD.

```
17
Properties=species:S:1:pos:R:3:mulliken_charge:R:1
C 1.2012 -0.1040 1.5167 -1.4486
C 0.3791 -1.3725 -0.5071 -0.9770
N -1.0438 1.8855 0.3905 -0.7032
C -0.3440 0.9008 -0.1990 -0.0165
C 0.0553 -0.4374 0.5565 0.4983
C -0.9380 0.4038 -1.4907 -0.7438
H 2.1030 -0.1035 0.9045 0.3642
H 1.3385 -0.8193 2.3215 0.3438
H 1.0151 0.8960 1.9031 0.3923
H 1.4410 -1.4113 -0.7360 0.3159
H -0.1077 -2.3446 -0.5436 0.3396
H -1.9773 1.6177 0.7140 0.2330
H 0.5883 1.3714 -0.5660 0.2640
H -0.8257 -0.7381 1.1316 0.3393
H -0.8390 1.0132 -2.3886 0.3284
H -0.1096 -0.7296 -1.5634 0.1111
H -1.9364 -0.0281 -1.4441 0.3594
```

HOMO-LUMO gap, eV: 6.849
Electronic energy, Ha: -251.674648